Here is a cluster of 19 separate species, C114H76O76 in total from OMol25. Energies are from ωB97M-V/def2-TZVPD.

Structure (XYZ):
```
266
Properties=species:S:1:pos:R:3:forces:R:3:lowdin_charge:R:1
C 2.747 6.016 -1.195 1.616 0.583 -0.803 0.052
C 2.366 -4.333 3.559 1.632 0.721 1.575 -0.296
O 2.218 -0.120 6.058 0.883 -0.609 -1.501 0.068
H -1.659 8.249 -4.193 0.678 -0.559 -0.388 0.157
O -3.635 -1.679 1.684 -0.753 0.488 0.671 0.064
O -0.805 -0.950 -5.075 0.043 0.873 -0.016 0.118
C 1.508 -5.273 2.933 -1.353 1.021 0.675 0.034
H 3.811 1.539 -9.368 -0.200 -0.124 -0.131 0.142
H 0.124 -1.764 3.637 -0.482 0.480 -1.093 0.127
C -5.002 -2.275 -4.385 0.184 -0.989 3.285 -0.317
C 0.486 2.302 -6.032 0.046 -1.335 -0.783 0.070
O 2.538 3.836 -0.550 0.745 -0.107 -0.344 0.076
H 3.449 -3.231 0.161 0.668 0.112 -0.337 0.086
C 0.419 7.666 -4.750 0.300 -2.636 -0.226 -0.297
C 4.850 3.693 -6.827 -1.245 -2.060 0.605 -0.333
C -4.578 -1.227 2.363 2.644 0.167 -1.026 -0.287
C 0.293 -3.674 -5.024 2.336 1.360 -1.327 -0.301
O 7.758 -1.953 -2.037 1.019 0.186 0.758 0.104
H 3.125 -3.124 -4.508 1.023 -0.144 -0.105 0.098
H 6.488 -3.498 -3.716 -0.022 0.460 0.114 0.153
O 6.696 0.251 -1.194 -0.401 1.428 1.152 0.157
C 5.004 3.701 3.694 0.448 0.977 -0.735 -0.213
C 3.923 -1.239 -2.964 0.911 -1.846 -0.066 -0.316
C -3.609 3.310 -4.007 -0.057 -1.210 0.754 0.064
H 0.258 -3.913 0.919 -1.174 0.186 0.755 0.094
O 5.388 4.753 -6.818 1.181 2.021 -0.060 0.123
C 0.549 2.117 -7.496 -1.751 -0.852 0.739 -0.327
C 3.066 2.819 5.063 0.352 0.331 -0.216 0.066
O -3.903 -0.078 8.720 -1.055 0.756 0.283 0.129
H 1.829 0.937 8.332 0.774 -0.734 0.107 0.154
O -0.427 4.323 -2.545 0.457 1.162 -0.759 0.080
H -5.209 -2.712 6.182 0.001 -0.159 -0.172 0.126
H 0.132 0.238 5.080 -0.780 0.265 0.248 0.120
C 5.341 -0.232 2.689 -1.201 1.364 1.809 -0.252
C 1.552 -0.444 2.026 -0.455 -0.596 0.627 -0.286
O 6.352 3.773 3.600 -1.335 0.787 -1.404 0.109
H -1.186 -0.953 -7.648 0.206 0.493 0.134 0.147
C -2.518 5.561 2.096 0.537 -2.779 -0.843 -0.336
C -0.319 -3.187 -3.772 -1.615 -1.275 1.747 -0.238
O -4.864 -1.912 -5.506 -0.486 0.471 -2.608 0.141
C -3.909 -4.833 2.425 -0.544 -0.881 0.185 -0.176
O 0.822 8.639 -5.302 0.650 1.339 -0.568 0.146
O -4.257 -2.632 5.971 -0.580 -0.381 -0.717 0.089
H 2.900 2.966 -0.793 0.001 -0.165 0.085 0.084
C 3.045 -0.275 7.074 -1.062 -0.517 0.258 -0.240
H -8.323 2.116 1.856 -0.693 -0.918 -0.961 0.150
C -5.450 -3.210 -1.694 -0.517 -1.185 -0.868 -0.294
C 3.688 1.781 -5.830 1.423 3.194 -0.324 -0.211
H -3.623 -2.311 -0.245 0.258 0.002 -0.602 0.101
H 2.585 -0.639 5.290 -0.539 0.301 0.322 0.116
O 1.953 4.776 2.265 -1.304 0.901 -1.203 0.144
C 4.541 3.083 -8.190 1.199 1.980 -1.108 -0.201
C -9.947 -0.626 -1.175 2.448 0.490 0.775 -0.307
C 0.042 1.314 -5.205 0.420 0.437 -0.004 -0.172
C -4.043 -3.324 4.836 0.531 -0.976 -0.310 -0.189
O -10.819 -1.174 -1.771 -1.274 -0.852 -0.798 0.124
O -1.981 5.440 -0.212 0.459 -0.251 -0.897 0.112
H -6.465 -0.150 -1.614 0.444 -0.285 -0.135 0.119
C 6.441 -0.669 3.673 -0.038 0.440 0.503 -0.180
H 5.380 4.590 -8.848 0.451 0.757 0.129 0.093
C 2.611 -4.614 -1.512 -0.866 0.315 1.386 -0.298
O -2.304 6.152 -2.862 1.197 0.246 -0.221 0.055
C -1.118 6.340 -3.534 -2.045 -0.819 1.769 -0.182
H -3.197 -1.352 -3.498 0.664 0.690 -0.660 0.104
O -0.654 0.133 -1.406 1.278 0.306 1.066 0.067
O 3.258 1.102 -4.795 0.450 0.437 0.417 0.112
C 4.186 4.375 2.823 1.854 -0.852 0.908 0.083
O -6.283 -3.911 4.855 -1.823 -0.096 0.962 0.105
H -2.348 -0.288 3.116 0.277 -0.184 0.158 0.087
O -0.680 0.711 5.409 1.584 -0.698 -0.721 0.064
H 4.415 -0.920 0.694 -0.154 0.575 1.203 0.128
C -7.448 -0.173 -1.185 0.305 0.092 0.129 0.078
O 5.865 -0.681 10.021 0.414 0.317 0.672 0.116
H -1.774 -3.590 -2.290 -0.436 0.108 0.108 0.110
C 1.116 5.266 -4.088 -1.353 0.786 0.003 0.046
O 1.264 -6.996 1.376 1.031 0.909 0.497 0.083
H 2.384 -6.194 -3.051 0.273 0.241 0.055 0.148
C -1.346 -0.094 6.231 0.240 0.051 0.299 -0.234
O 5.563 7.611 -3.121 -0.351 -0.201 -0.096 0.123
O -0.861 1.886 2.670 0.442 -1.246 0.302 0.102
H 3.021 0.915 1.267 0.252 -0.152 -0.444 0.126
C 4.590 4.260 -1.916 -1.436 1.346 1.288 -0.271
H 6.106 -1.896 7.715 -0.266 -0.139 0.345 0.142
H 0.342 1.374 -9.811 -0.570 -0.094 0.667 0.135
H 6.298 0.890 4.886 -0.197 -0.238 -0.259 0.076
O 4.722 -3.827 4.180 -0.534 -1.685 -1.072 0.094
C 1.382 6.405 -4.736 -0.767 0.506 0.927 -0.219
O 1.097 2.840 -8.295 0.283 0.303 -0.010 0.114
H 4.324 -3.369 4.931 -0.569 0.517 0.085 0.065
C 0.625 -5.890 -2.001 -0.082 0.796 0.692 -0.239
O 5.568 -2.847 0.204 1.096 -1.319 2.110 0.050
C -2.798 -3.427 4.329 -0.786 -0.425 -0.942 0.080
O -2.870 6.666 1.915 -0.892 3.056 -0.059 0.167
H 1.028 3.146 -5.702 0.264 0.722 0.653 0.093
C -0.911 7.429 -4.229 0.128 2.325 -0.161 0.067
C -0.311 -4.631 -5.877 -0.368 0.610 1.062 0.072
O 3.610 0.668 10.406 -0.344 1.357 2.013 0.140
C -0.812 -1.498 6.472 -1.025 0.868 1.201 -0.352
C 2.203 3.336 4.146 2.756 0.697 0.154 -0.202
C -5.916 -1.585 2.179 -1.777 0.093 0.761 0.047
C -4.285 4.312 -3.459 -0.015 1.181 -1.064 -0.255
O 4.272 -1.934 5.898 -0.854 0.924 0.045 0.079
C -2.742 4.793 3.305 -0.948 1.102 0.306 0.078
H -2.865 0.489 -1.251 -0.310 0.429 -0.373 0.090
O -0.320 0.800 -9.360 0.506 0.362 -0.225 0.095
C 3.883 -4.613 3.478 1.530 -0.036 -1.499 -0.136
C 2.748 4.228 2.949 0.218 -1.260 1.833 -0.319
H -1.566 -1.263 0.704 0.200 0.149 -0.371 0.119
O 2.059 -3.343 4.208 -0.318 -0.552 -0.549 0.103
C -0.041 -0.120 -0.355 0.734 0.799 -1.085 -0.246
H -2.844 -6.382 -5.741 0.240 0.315 -0.126 0.130
C -1.875 4.803 0.924 0.034 -0.224 1.536 -0.215
C -9.023 0.874 0.490 -1.168 0.172 0.169 -0.253
H -11.120 0.445 0.336 0.071 0.052 0.036 0.135
O -0.487 -1.510 2.869 1.072 -1.065 1.752 0.094
C 5.982 -2.616 -3.319 -1.408 -1.048 -0.127 0.055
O 6.800 0.058 4.766 -0.691 -0.062 -1.081 0.092
H 0.429 -5.126 3.062 0.470 -0.325 -0.134 0.127
C -2.106 -4.788 -4.120 -1.068 -0.956 0.368 -0.280
H -6.252 -2.297 1.449 0.301 -0.231 -0.316 0.124
C -5.177 -4.724 2.938 1.640 -0.262 -1.141 0.058
H 0.597 2.636 4.875 0.187 0.622 -0.390 0.131
O 2.745 -1.131 -3.183 -2.096 0.034 -0.673 0.087
C 4.452 2.932 -5.636 -0.897 -2.393 -0.403 0.098
C 2.045 -6.122 2.087 0.412 -2.625 -2.436 -0.189
C -1.475 -3.780 -3.302 1.483 0.361 -1.017 0.057
C 5.345 5.366 -2.530 -0.523 -0.854 0.094 0.061
H -1.159 -3.327 7.593 0.300 -0.055 -0.013 0.142
C 3.350 1.261 -7.234 1.762 0.734 1.589 -0.328
H -6.011 -5.081 2.309 0.319 0.078 0.910 0.150
O -8.137 -1.213 2.811 0.645 -0.775 -0.627 0.132
H -9.305 -2.053 -2.903 -0.071 0.240 -0.128 0.123
O 4.714 0.801 2.936 0.993 -0.613 -0.300 0.099
O -2.464 2.879 4.551 -0.583 -0.158 0.842 0.092
H 4.824 3.069 -4.613 -0.142 0.659 -0.542 0.117
O -3.580 1.088 -0.934 0.202 0.645 -0.572 0.080
O -2.088 -6.009 -6.246 -0.907 -0.401 0.577 0.115
C 4.526 2.923 4.886 -2.270 -0.366 -0.260 -0.328
O -1.301 -5.645 -0.609 0.027 -0.073 -0.518 0.103
C 3.462 7.043 -1.973 -0.014 -1.349 -0.386 -0.295
O 4.833 3.066 -1.847 -0.053 1.118 -0.394 0.092
O 0.031 -6.759 -2.772 -1.904 -1.228 -0.618 0.117
C -6.546 0.146 3.968 0.565 -1.276 -1.027 -0.321
C -3.762 2.180 -1.715 -0.967 0.925 0.560 -0.181
O 4.999 3.812 -9.262 -0.698 -1.188 1.440 0.098
C 4.438 -5.448 2.504 -0.115 0.835 1.393 0.061
C -0.723 -0.046 -7.240 -0.323 -0.163 0.213 0.079
H -3.366 5.231 4.075 0.157 0.115 0.002 0.141
H -2.637 1.456 6.882 -0.123 0.083 -0.379 0.134
C -6.836 -0.984 2.967 -0.802 0.486 -0.270 -0.192
H -1.585 4.938 -0.969 -0.155 0.285 0.417 0.099
C -10.118 0.275 -0.033 0.737 -0.215 -0.476 0.082
C 5.173 -1.405 7.974 -1.478 1.294 -0.476 0.090
H 4.077 0.579 -1.945 -0.151 0.707 0.290 0.103
O -6.758 1.113 0.726 0.772 0.266 -0.180 0.110
O 5.308 2.397 5.661 0.625 0.132 -0.181 0.068
O 1.395 -3.203 -5.344 -0.327 -0.138 0.733 0.079
C -6.382 -3.676 -2.763 1.424 1.268 0.143 0.063
O -4.911 5.551 -1.560 -0.415 0.766 0.245 0.153
H 6.278 5.086 -2.985 0.311 0.201 -0.197 0.126
H 2.487 7.436 -5.698 0.436 1.102 -0.641 0.111
C 4.857 6.631 -2.582 -0.364 -0.888 0.940 -0.210
C 3.264 4.771 -1.160 -0.092 -0.690 -0.461 -0.199
C 4.627 -0.297 -2.190 0.945 0.356 0.995 0.058
H -4.795 3.205 -0.252 -0.397 0.296 1.246 0.116
O -5.653 -3.503 -0.537 0.286 0.326 0.748 0.095
H -8.657 -0.739 3.465 -0.011 0.589 0.501 0.120
O 1.792 1.250 -1.103 -0.303 0.441 -0.501 0.091
H -4.383 5.215 -5.109 0.046 -0.020 -0.353 0.120
O -3.699 -5.653 1.372 -0.168 1.494 0.674 0.103
C 3.687 0.189 9.325 0.446 -1.708 -1.534 -0.333
O -7.487 0.662 4.492 -1.240 0.715 0.773 0.145
C 4.168 -1.262 6.918 1.723 -0.926 0.122 -0.259
C 1.924 -5.634 -2.246 -0.010 -0.091 -0.515 0.078
C 5.891 -0.556 -1.796 -0.391 -1.234 -2.174 -0.232
C 3.928 1.945 -8.379 -1.183 -1.607 0.003 0.054
C 5.775 -2.214 1.412 -0.891 0.579 -1.206 -0.173
C -1.476 -5.112 -5.483 -0.848 -0.827 0.097 -0.219
H 5.519 -5.490 2.390 -0.161 -0.004 -0.013 0.122
O 0.270 1.430 -3.878 -0.406 -0.243 -1.048 0.076
C -5.168 0.440 4.176 0.961 -1.318 -1.582 0.088
C 7.061 -1.836 3.495 1.854 0.154 0.637 0.040
C 4.940 -0.664 9.080 0.864 -0.502 -0.665 -0.219
O 3.006 8.121 -2.298 0.424 0.161 0.064 0.093
C -4.246 -0.202 3.426 1.478 0.485 2.257 -0.101
C 6.844 -2.677 2.373 0.214 -2.698 -0.721 -0.309
O -6.964 -3.455 -5.035 0.537 0.766 -0.737 0.103
C -1.425 -2.287 7.489 -1.356 0.139 1.088 0.067
O 0.911 3.324 4.243 -1.482 -0.606 0.229 0.128
C -0.566 0.004 -5.790 0.306 0.316 0.159 -0.266
H -1.982 -2.901 4.786 0.337 -0.090 -0.139 0.100
H -6.519 -2.889 -5.724 -0.685 -0.594 -0.207 0.124
C -3.031 -0.408 7.967 1.830 -0.157 -1.241 -0.292
H 1.183 -2.046 -3.364 0.499 0.131 -0.507 0.068
C -8.469 -0.868 -1.712 -1.397 0.505 -0.494 -0.161
H -0.732 3.137 0.388 0.178 -0.214 -0.033 0.130
C 6.600 -1.809 -2.357 0.549 1.131 0.313 -0.348
H -2.093 1.987 4.495 0.271 -0.205 -0.452 0.058
H 2.658 0.409 -5.064 -0.400 -0.808 -0.459 0.094
C -1.381 2.949 2.431 -0.628 0.660 -0.536 -0.339
C -2.477 -1.800 8.202 1.244 0.240 -2.409 -0.267
C -1.260 3.634 1.190 0.247 0.252 -1.711 0.071
H -0.937 -6.934 -2.594 1.279 0.661 0.398 0.159
C 1.389 0.510 -0.091 -0.818 -0.340 -1.647 -0.176
C -2.380 0.407 6.887 -1.437 -0.420 2.335 0.083
H -0.256 0.795 -3.364 -0.284 -0.364 -0.045 0.074
C -0.113 5.230 -3.333 -0.797 -1.854 0.937 -0.271
O -1.602 -4.372 2.455 0.244 0.169 0.181 0.094
O -9.167 1.731 1.489 0.385 0.726 0.994 0.098
H -4.799 1.039 4.938 0.186 1.289 1.306 0.114
O -2.721 1.142 -3.544 -0.579 1.063 0.199 0.083
C 4.999 -1.119 1.613 1.539 -1.355 -1.563 0.065
H 1.043 1.307 -1.730 0.241 0.123 -0.223 0.104
C 4.659 -2.454 -3.527 1.080 -0.497 -1.382 -0.207
H 1.766 4.438 -4.189 0.537 -0.724 0.417 0.117
O 2.533 -3.253 0.472 0.530 0.872 0.741 0.130
H 6.006 -3.737 0.314 -0.319 0.836 -0.529 0.151
O 4.108 -3.310 -4.402 -1.875 1.194 0.740 0.097
C 2.171 0.316 0.968 -1.014 -0.118 1.203 0.060
C -0.175 -5.246 -0.850 0.490 0.079 0.918 -0.292
C -2.291 3.566 3.433 0.996 -0.702 0.660 -0.249
C -3.313 2.155 -3.158 1.251 -1.346 -0.445 -0.269
O 2.531 6.553 -5.337 0.264 0.010 -0.372 0.142
H -2.888 -5.378 0.908 0.428 -0.271 0.022 0.085
O 3.743 -4.208 -1.622 0.706 -0.132 -0.479 0.115
O -3.257 -2.157 -1.160 -1.194 -0.457 0.677 0.065
C 1.838 -4.001 -0.335 -1.433 -1.223 -0.652 -0.228
O -3.083 -5.485 -3.770 1.495 1.049 -0.779 0.069
O -4.672 5.348 -4.206 -0.483 0.597 0.395 0.110
C -5.289 -4.082 4.212 1.524 1.754 0.147 -0.337
O -8.427 -1.630 -2.841 -0.020 0.840 1.630 0.081
C -0.546 -0.880 0.692 -1.046 -1.144 0.969 0.053
H 5.743 0.000 10.703 -0.558 -0.114 -0.146 0.132
H 1.795 6.203 -0.738 -0.238 0.272 0.114 0.131
C -7.626 0.644 0.026 -0.671 -0.863 -0.490 -0.315
O 2.008 -0.589 3.141 0.270 0.099 0.493 0.106
H 1.854 -7.338 0.672 0.002 -0.107 0.169 0.109
H 2.718 2.374 5.998 0.086 -0.045 -0.397 0.118
C -4.603 4.482 -2.005 0.288 -0.908 -0.444 -0.356
H 0.201 -4.929 -6.748 0.390 -0.247 -0.872 0.135
H -7.254 -4.243 -2.494 -0.028 -0.193 0.138 0.130
O 3.804 -6.811 0.590 -0.295 0.903 2.363 0.070
O -2.911 -0.018 3.863 -2.436 -0.589 -2.112 0.044
H -2.785 6.994 -2.681 0.502 -0.784 -0.344 0.156
O -3.185 -2.536 8.985 -0.814 -1.001 1.274 0.147
C 0.158 -1.050 1.824 0.051 1.240 -0.534 -0.209
H 6.737 3.361 4.354 0.469 -0.757 1.274 0.087
H -3.945 -2.010 9.294 0.073 0.199 0.166 0.132
O 2.778 0.214 -7.178 -1.341 -1.617 -1.063 0.137
C -0.233 0.921 -8.027 0.550 -0.403 -0.507 -0.227
H 7.938 -2.102 4.109 -0.821 0.044 -0.065 0.157
H 7.571 -0.141 -1.151 0.730 -0.712 -0.032 0.119
C -4.446 3.275 -1.241 1.265 -2.286 -0.443 0.081
O 0.136 -1.889 5.858 1.450 -0.300 -1.840 0.102
C -4.204 -2.435 -2.081 -0.225 0.950 -0.668 -0.210
C -2.629 -4.191 3.065 -1.185 -0.038 0.163 -0.269
C -4.070 -1.923 -3.329 -0.427 -1.078 1.384 0.069
O 7.428 -3.774 2.218 -1.347 2.288 -0.281 0.085
C 3.574 -6.217 1.665 -1.668 0.157 -1.318 -0.276
C 2.711 0.261 8.251 0.049 1.334 0.432 0.078
H -3.408 3.321 -5.073 0.241 -0.361 0.138 0.138
H 4.654 5.013 2.052 -0.619 -0.480 0.408 0.144
C -6.178 -3.202 -4.001 0.319 0.001 0.251 -0.256
O 0.353 -2.375 -2.990 -0.502 -0.199 0.203 0.119
H 4.951 8.355 -3.194 -0.179 0.596 0.031 0.115
C 0.558 -4.298 -0.013 1.135 -0.397 -1.749 0.065
```
Forces are in eV/Å.

DFT total energy, Eh: -10107.84276
E_HOMO, Ha: -0.339
HOMO-LUMO gap, eV: 7.14
Total charge: 0